Record 1
The following is a DFT calculation (ωB97M-V/def2-TZVPD) of a 2-piece molecular cluster, ClHN2O overall at a distorted geometry.

Values from the calculation:
Energy relative to the best compared isomer or geometry (same formula, charge and spin) ... 1.020 eV
Total charge ... 0
HOMO ... -11.8 eV
Gap between HOMO and LUMO ... 12.39 eV

Cartesian coordinates (Å):
Cl 0.35361 0.08432 -0.95656
O -1.39952 0.31442 -3.58356
N -0.69366 -0.58076 -3.46883
N -0.00448 -1.45424 -3.35603
H -0.09666 0.95391 0.01529


Record 2
The following is a DFT calculation (ωB97M-V/def2-TZVPD) of a 2-piece molecular cluster, ClHNO overall at a distorted geometry.

Values from the calculation:
Energy relative to the best compared isomer or geometry (same formula, charge and spin) ... 0.300 eV
Total charge ... -1
HOMO ... -4.0 eV
Gap between HOMO and LUMO ... 8.50 eV

Cartesian coordinates (Å):
Cl -0.59531 -1.86099 -0.31928
O -0.06377 1.54014 -0.30851
N -0.05427 0.52078 0.45879
H 0.71335 -0.19993 0.16901


Record 3
The following is a DFT calculation (ωB97M-V/def2-TZVPD) of an isolated ion of composition ClHNO2S and charge -1 at a distorted geometry.

Values from the calculation:
Energy relative to the best compared isomer or geometry (same formula, charge and spin) ... 2.582 eV
Total charge ... -1
HOMO ... -4.5 eV
Gap between HOMO and LUMO ... 8.51 eV

Cartesian coordinates (Å):
Cl -1.36386 -1.34663 0.93112
S -0.16537 -0.18234 -0.78003
O 0.87063 1.17265 -0.55971
O 0.62015 -1.29889 -1.23583
N 0.31723 0.46231 0.64663
H -0.27879 1.19289 0.99782


Record 4
The following is a DFT calculation (ωB97M-V/def2-TZVPD) of an isolated molecule of ClHNO3P at a distorted geometry.

Values from the calculation:
Energy relative to the best compared isomer or geometry (same formula, charge and spin) ... 1.663 eV
Total charge ... 0
HOMO ... -10.7 eV
Gap between HOMO and LUMO ... 10.73 eV

Cartesian coordinates (Å):
Cl 0.59560 2.11796 1.01349
P -0.47302 0.61514 0.20744
O -0.11558 -0.80408 0.86291
O -2.13475 1.00454 -0.03856
O 0.39590 -0.02120 -1.07342
N 0.95218 -1.01316 -0.17002
H 0.77967 -1.89920 -0.80184


Record 5
The following is a DFT calculation (ωB97M-V/def2-TZVPD) of an isolated molecule of ClHO3 at a distorted geometry.

Values from the calculation:
Energy relative to the best compared isomer or geometry (same formula, charge and spin) ... 0.239 eV
Total charge ... 0
HOMO ... -11.5 eV
Gap between HOMO and LUMO ... 10.89 eV

Cartesian coordinates (Å):
Cl 0.56999 -0.03879 -0.51358
O 1.15593 -1.21733 0.07273
O 0.92011 1.18421 0.03947
O -1.24992 -0.24480 -0.17469
H -1.39611 0.31672 0.57606


Record 6
The following is a DFT calculation (ωB97M-V/def2-TZVPD) of ClHg2 as an isolated structure at a distorted geometry.

Values from the calculation:
Energy relative to the best compared isomer or geometry (same formula, charge and spin) ... 0.774 eV
Total charge ... +3
HOMO ... -24.9 eV
Gap between HOMO and LUMO ... 5.36 eV

Cartesian coordinates (Å):
Hg -2.00523 -1.73672 -0.85317
Hg 2.57731 1.41766 0.77795
Cl -0.57208 0.31906 0.07522


Record 7
The following is a DFT calculation (ωB97M-V/def2-TZVPD) of ClI3Zn as an isolated structure at a distorted geometry.

Values from the calculation:
Energy relative to the best compared isomer or geometry (same formula, charge and spin) ... 0.000 eV
Total charge ... -2
HOMO ... -1.6 eV
Gap between HOMO and LUMO ... 6.53 eV

Cartesian coordinates (Å):
I 1.08628 1.89411 -1.65375
I 1.58196 -0.13676 2.19985
I -0.25881 -2.45696 -1.08067
Zn -0.09651 -0.26807 0.04777
Cl -2.31290 0.96767 0.48682


Record 8
The following is a DFT calculation (ωB97M-V/def2-TZVPD) of an isolated molecule of ClIO2S at a distorted geometry.

Values from the calculation:
Energy relative to the best compared isomer or geometry (same formula, charge and spin) ... 0.669 eV
Total charge ... 0
HOMO ... -11.1 eV
Gap between HOMO and LUMO ... 8.21 eV

Cartesian coordinates (Å):
I 2.10079 0.44862 0.73143
Cl -1.32493 -1.30632 1.06792
S -0.10816 0.13376 -0.17862
O 0.08012 -0.67244 -1.33511
O -0.74782 1.39638 -0.28562


Record 9
The following is a DFT calculation (ωB97M-V/def2-TZVPD) of ClLi as an isolated structure.

Values from the calculation:
Energy relative to the best compared isomer or geometry (same formula, charge and spin) ... 0.000 eV
Total charge ... 0
HOMO ... -9.3 eV
Gap between HOMO and LUMO ... 8.31 eV

Cartesian coordinates (Å):
Cl -0.92495 -0.33220 -0.41194
Li 0.92495 0.33220 0.41194


Record 10
The following is a DFT calculation (ωB97M-V/def2-TZVPD) of ClLi3 as an isolated structure at a distorted geometry.

Values from the calculation:
Energy relative to the best compared isomer or geometry (same formula, charge and spin) ... 0.700 eV
Total charge ... +2
HOMO ... -20.2 eV
Gap between HOMO and LUMO ... 11.21 eV

Cartesian coordinates (Å):
Cl 14.78985 3.52332 -28.49234
Li 12.94801 1.98789 -29.01110
Li 13.12583 5.17493 -29.23861
Li 15.02900 4.41385 -26.29707


Record 11
The following is a DFT calculation (ωB97M-V/def2-TZVPD) of ClMg as an isolated structure at a distorted geometry.

Values from the calculation:
Energy relative to the best compared isomer or geometry (same formula, charge and spin) ... 4.050 eV
Total charge ... +1
HOMO ... -14.2 eV
Gap between HOMO and LUMO ... 4.72 eV

Cartesian coordinates (Å):
Cl -1.49633 0.23344 -1.09913
Mg 1.49633 -0.23344 1.09913


Record 12
The following is a DFT calculation (ωB97M-V/def2-TZVPD) of ClN2O6Zr2 as an isolated structure at a distorted geometry.

Values from the calculation:
Energy relative to the best compared isomer or geometry (same formula, charge and spin) ... 4.229 eV
Total charge ... +5
HOMO ... -21.4 eV
Gap between HOMO and LUMO ... 1.24 eV

Cartesian coordinates (Å):
Zr 4.41824 -12.67534 1.91238
Zr 7.52676 -4.86314 -3.30958
Cl 7.13238 -8.47085 -5.56691
O 2.20191 -7.94081 -1.61158
O -0.42089 -14.04332 5.68795
O 3.88470 -7.09550 -1.27849
O -0.49143 -12.51836 6.86503
O 3.21953 -8.64210 -0.10324
O 0.56165 -12.41512 4.84082
N 2.98341 -7.63856 -0.82116
N -0.19162 -12.83792 5.67889


Record 13
The following is a DFT calculation (ωB97M-V/def2-TZVPD) of an isolated molecule of ClNO2S at a distorted geometry.

Values from the calculation:
Energy relative to the best compared isomer or geometry (same formula, charge and spin) ... 1.969 eV
Total charge ... 0
HOMO (alpha / beta) ... -6.8 / -11.0 eV
Spin multiplicity ... 3
Gap between HOMO and LUMO (alpha / beta) ... 5.80 / 7.34 eV

Cartesian coordinates (Å):
Cl 0.71096 1.62760 -1.51910
S 1.24986 0.10860 -0.34990
O -1.28384 0.25813 0.29059
O -0.30580 -1.50190 1.12238
N -0.37118 -0.49242 0.45604


Record 14
The following is a DFT calculation (ωB97M-V/def2-TZVPD) of ClNO7Rb as an isolated structure at a distorted geometry.

Values from the calculation:
Energy relative to the best compared isomer or geometry (same formula, charge and spin) ... 3.504 eV
Total charge ... -1
HOMO ... -5.8 eV
Gap between HOMO and LUMO ... 8.55 eV

Cartesian coordinates (Å):
Rb 29.79077 -14.71147 2.26640
Cl 31.29027 -13.88481 4.66465
O 29.94789 -14.79098 -0.19250
O 30.36373 -12.98633 4.01681
O 28.43260 -15.92931 -0.88928
O 28.13131 -14.71380 0.97229
O 32.65408 -13.81196 4.09890
O 30.98438 -13.88778 6.05485
O 30.78061 -15.10665 4.11470
N 28.80257 -15.10816 -0.08062


Record 15
The following is a DFT calculation (ωB97M-V/def2-TZVPD) of ClNO7Rb4 as an isolated structure at a distorted geometry.

Values from the calculation:
Energy relative to the best compared isomer or geometry (same formula, charge and spin) ... 0.000 eV
Total charge ... +1
HOMO (alpha / beta) ... -5.9 / -11.2 eV
Spin multiplicity ... 2
Gap between HOMO and LUMO (alpha / beta) ... 2.63 / 7.90 eV

Cartesian coordinates (Å):
Rb 1.14482 3.67753 -0.44591
Rb 1.91830 -1.48122 3.70840
Rb 3.46781 -1.09675 -1.00907
Rb -2.33216 0.94966 2.05875
Cl -1.72030 -0.53103 -1.62831
O 1.25629 -1.07969 0.82914
O -2.67692 -0.82921 -0.53054
O 1.74088 0.83272 0.07397
O 0.36974 0.74277 1.68200
O -2.33698 -0.69689 -2.85018
O -0.60149 -1.46251 -1.44153
O -1.37789 0.80462 -1.39865
N 1.14786 0.17006 0.95194


Record 16
The following is a DFT calculation (ωB97M-V/def2-TZVPD) of ClNO7Tl3 as an isolated structure at a distorted geometry.

Values from the calculation:
Total charge ... +7
HOMO ... -34.9 eV
Gap between HOMO and LUMO ... 2.22 eV

Cartesian coordinates (Å):
Tl 4.38830 -0.99351 2.14930
Tl -2.50852 0.53143 1.56587
Tl -0.61771 -5.60738 -1.20842
Cl -0.66641 3.03690 -1.28339
O -0.52652 1.65007 -0.81802
O 0.05864 3.96759 -0.46591
O 1.53548 -1.95968 1.63508
O -2.02686 3.49855 -1.44327
O -0.24360 3.12148 -2.67165
O 0.51077 -3.48520 0.62041
O -0.43562 -1.50092 0.89688
N 0.53202 -2.25932 1.02311


Record 17
The following is a DFT calculation (ωB97M-V/def2-TZVPD) of CoI as an isolated structure at a distorted geometry.

Values from the calculation:
Energy relative to the best compared isomer or geometry (same formula, charge and spin) ... 3.465 eV
Total charge ... +1
HOMO (alpha / beta) ... -14.7 / -12.9 eV
Spin multiplicity ... 4
Gap between HOMO and LUMO (alpha / beta) ... 7.09 / 4.14 eV

Cartesian coordinates (Å):
I 0.87440 -0.07746 -1.59290
Co -0.87440 0.07746 1.59290


Record 18
The following is a DFT calculation (ωB97M-V/def2-TZVPD) of Cr2I2N6O18 as an isolated structure at a distorted geometry.

Values from the calculation:
Total charge ... -4
HOMO (alpha / beta) ... 1.1 / 0.9 eV
Spin multiplicity ... 9
Gap between HOMO and LUMO (alpha / beta) ... 6.30 / 6.48 eV

Cartesian coordinates (Å):
I 1.24728 3.33246 -4.04336
I 0.69294 0.00996 -0.60855
Cr 0.73423 2.86863 -1.03104
Cr -0.38679 -2.49581 -0.27121
O -3.50531 3.88105 -1.53522
O -4.35710 -1.02680 1.18974
O 1.68157 -3.70328 -0.61489
O -0.63059 -3.44159 1.63055
O 4.40691 1.54591 0.08016
O -1.23071 -5.36968 2.43440
O -3.94173 -0.56078 -0.88237
O 0.14270 2.66285 3.29786
O 0.68004 2.96291 1.18694
O 2.79269 -5.49780 -0.50641
O 3.03622 2.74355 -0.96978
O -0.92949 3.89819 1.91255
O -2.48990 -1.65558 0.05699
O 5.09186 3.33795 -1.03036
O -1.51907 -3.62513 3.40684
O 3.32880 -3.85379 -1.75404
O -2.90146 1.88086 -2.25265
O -1.42310 3.08028 -1.11313
N -3.60026 -1.05632 0.17382
N -0.02279 3.15857 2.15520
N 2.59771 -4.44695 -1.01795
N -1.10433 -4.15617 2.42617
N 4.17148 2.53661 -0.63979
N -2.56181 2.98990 -1.68049


Record 19
The following is a DFT calculation (ωB97M-V/def2-TZVPD) of CrH14O7 as an isolated structure at a distorted geometry.

Values from the calculation:
Energy relative to the best compared isomer or geometry (same formula, charge and spin) ... 0.085 eV
Total charge ... +3
HOMO (alpha / beta) ... -24.8 / -24.8 eV
Spin multiplicity ... 4
Gap between HOMO and LUMO (alpha / beta) ... 9.85 / 11.17 eV

Cartesian coordinates (Å):
Cr -0.01232 0.00144 -0.04571
O -2.05206 0.20293 -0.36850
O -0.54607 -1.73142 -1.41457
O -0.12220 -1.67477 1.20458
O 1.39784 0.00165 -1.70965
O 1.87299 0.31710 0.88763
O -0.56509 0.84234 1.82021
O -0.03403 2.01740 -0.48058
H 2.00284 0.73110 -1.94497
H -0.73417 2.51755 -0.94977
H 2.02899 0.10613 1.82838
H -0.76304 -2.60490 -1.04032
H 2.76235 0.46875 0.50779
H -1.32973 0.69690 2.41565
H -0.03063 1.54371 2.24250
H 0.25246 -2.57257 1.08236
H -0.17987 -1.54810 2.17086
H 0.71638 2.63756 -0.38252
H -0.71341 -1.82729 -2.37279
H -2.53020 -0.24133 -1.09779
H 1.31699 -0.53181 -2.52264
H -2.73802 0.64762 0.16989


Record 20
The following is a DFT calculation (ωB97M-V/def2-TZVPD) of CsH2O as an isolated structure at a distorted geometry.

Values from the calculation:
Energy relative to the best compared isomer or geometry (same formula, charge and spin) ... 0.468 eV
Total charge ... +1
HOMO ... -16.0 eV
Gap between HOMO and LUMO ... 11.82 eV

Cartesian coordinates (Å):
Cs -0.69579 -1.72894 -1.70892
O 0.57236 0.50260 0.41304
H -0.24435 0.58220 -0.06061
H 0.36778 0.64414 1.35650